This record from the OMol25 dataset describes a cluster of 6 separate species, C30H60BBrF3O10P in total. The level of theory is the ωB97M-V functional and the def2-TZVPD basis.

Properties
- total energy (eV) = -140719.4139
- SMILES = CCP(CC)B(CCC(F)(F)F)C[C@@H](C)Br.CCOC(C)=O.CCOC(C)=O.CCOC(C)=O.CCOC(C)=O.CCOC(C)=O
- ΔE to the lowest compared entry with this formula, charge and spin (kcal/mol) = 0.00
- E_LUMO (eV) = 0.36
- HOMO energy (eV) = -7.691

Structure (ORCA input):
```
! wB97M-V def2-TZVPD RIJCOSX def2/J DEFGRID3
* xyz 0 1
C -0.0508 -5.5020 -3.3836
C 1.2429 -5.1392 -2.6422
P 2.1189 -3.5401 -2.9953
C 3.2233 -3.9355 -4.4381
C 4.5948 -3.2942 -4.2328
B 0.7670 -2.4404 -3.8570
C 0.4178 -2.6369 -5.3811
C 0.5223 -1.3735 -6.2459
C 0.5523 -1.6835 -7.7187
F -0.3186 -2.6600 -8.0560
F 0.2363 -0.6044 -8.4647
F 1.7722 -2.1008 -8.1229
C -0.0223 -1.3146 -3.0834
C 0.6709 -0.5453 -1.9691
C 1.0385 -1.2996 -0.7055
Br 2.2463 0.3661 -2.7159
H -0.9337 -5.2101 -2.8119
H -0.1211 -6.5822 -3.5369
H -0.1093 -5.0354 -4.3682
H 1.9999 -5.9048 -2.8128
H 1.0606 -5.1271 -1.5657
H 3.3103 -5.0234 -4.4965
H 2.7951 -3.5979 -5.3858
H 4.5195 -2.2121 -4.0969
H 5.0733 -3.6976 -3.3388
H 5.2450 -3.4827 -5.0906
H -0.6320 -2.9679 -5.3740
H 0.9869 -3.4472 -5.8394
H -0.3307 -0.7138 -6.0871
H 1.4263 -0.8021 -6.0229
H -0.4076 -0.5887 -3.8066
H -0.9165 -1.7845 -2.6389
H 0.0451 0.2956 -1.6749
H 0.3019 -2.0918 -0.5371
H 2.0049 -1.7946 -0.7644
H 1.0278 -0.6075 0.1375
C -2.1198 0.7416 4.5568
C -0.8793 -0.0122 4.1287
O -1.1472 -1.3945 3.8506
C -1.6022 -1.8160 2.6490
C -2.0646 -0.7994 1.6351
O -1.6608 -2.9979 2.4448
H -2.8618 0.7791 3.7595
H -1.8562 1.7658 4.8236
H -2.5718 0.2594 5.4237
H -0.3899 0.4639 3.2783
H -0.1546 -0.0452 4.9408
H -3.1416 -0.6660 1.7428
H -1.8685 -1.2024 0.6450
H -1.5871 0.1732 1.7146
C 2.0192 4.4137 2.4716
C 2.1499 2.9439 2.1398
O 0.8994 2.3694 1.7241
C 0.4550 2.4395 0.4548
C 1.1778 3.2948 -0.5610
O -0.5382 1.8179 0.1717
H 1.7421 4.9972 1.5929
H 2.9720 4.7936 2.8436
H 1.2638 4.5489 3.2438
H 2.9187 2.7504 1.3912
H 2.4143 2.3755 3.0298
H 0.7220 4.2844 -0.5942
H 1.0366 2.8078 -1.5200
H 2.2415 3.4042 -0.3739
C 1.1154 -10.9642 -5.6959
C 0.5206 -9.7081 -5.0980
O 1.5028 -8.9109 -4.4208
C 2.2874 -8.0224 -5.0626
C 2.3035 -7.9753 -6.5709
O 2.9916 -7.3080 -4.3994
H 1.8446 -10.7345 -6.4729
H 0.3270 -11.5740 -6.1384
H 1.6129 -11.5481 -4.9221
H -0.0074 -9.1105 -5.8418
H -0.1963 -9.9571 -4.3175
H 3.1157 -8.6154 -6.9177
H 2.5278 -6.9539 -6.8665
H 1.3825 -8.2980 -7.0464
C 0.4178 8.8721 6.2931
C -0.6478 7.8137 6.4789
O -0.4297 6.6522 5.6643
C 0.3719 5.6345 6.0431
C 1.2634 5.7893 7.2497
O 0.3797 4.6443 5.3619
H 1.3975 8.5227 6.6193
H 0.1614 9.7594 6.8723
H 0.4888 9.1520 5.2422
H -0.7644 7.5303 7.5254
H -1.6116 8.1945 6.1462
H 2.2326 6.1517 6.9048
H 1.4053 4.8048 7.6865
H 0.8890 6.4733 8.0050
C -4.1705 6.2105 3.4682
C -3.7752 6.4799 4.9041
O -4.7389 7.2797 5.6027
C -5.8311 6.7527 6.2005
C -6.1902 5.3053 5.9579
O -6.5138 7.4742 6.8732
H -5.0855 5.6213 3.4037
H -3.3744 5.6627 2.9633
H -4.3365 7.1517 2.9441
H -3.5692 5.5594 5.4512
H -2.8649 7.0708 4.9317
H -6.8871 5.2692 5.1198
H -6.7052 4.9407 6.8422
H -5.3483 4.6580 5.7326
*
```

Here are the Mulliken charges for atoms 1 to 4, given in e:
1. C -0.93
2. C -0.65
3. P 0.01
4. C 0.20